101
Properties=species:S:1:pos:R:3:forces:R:3 method="wB97M-V/def2-TZVPD" e_tot_ha=-3359.3620 spin_multiplicity=2 total_charge=-2 homo_ev="-0.8945 / -2.2222" relative_energy_kcal_mol=59.1 max_force_ev_per_a=1.97
Hg -0.2115 0.7753 0.9373 -1.751 -0.227 0.700
C -0.7746 -0.6419 -3.3574 -0.161 0.152 -0.176
C -1.2252 -0.2078 -1.9823 -0.064 0.239 0.323
N -0.0837 0.1751 -1.1478 0.282 -0.497 -1.464
C 1.1659 -0.0414 -1.5911 -0.589 -0.300 -0.925
C 1.4347 -0.5888 -2.8294 0.759 0.281 0.644
N 0.4374 -0.8356 -3.7151 -0.487 -0.078 -0.367
C 2.2648 0.4465 -0.7166 0.663 0.307 0.504
C 3.5957 0.5465 -1.0857 -0.427 -0.273 -0.341
C 4.5528 1.1063 -0.1964 -0.263 0.242 0.618
C 4.0658 1.5841 1.0243 0.064 -0.098 -0.172
C 2.7164 1.4971 1.3299 0.227 0.092 0.226
N 1.8586 0.8865 0.4811 1.853 -0.262 -0.618
C 2.0981 2.1080 2.4908 -0.605 -0.168 -0.278
C 2.7854 2.7993 3.4974 0.195 0.255 0.260
N 2.1926 3.4155 4.4965 -0.003 -0.132 -0.083
C 0.8500 3.3238 4.5430 -0.105 0.051 0.072
C 0.1396 2.6316 3.5856 0.032 0.109 0.119
N 0.7354 2.0458 2.5544 1.144 0.622 0.914
C 5.9552 1.2580 -0.5372 0.393 0.079 -0.035
C 6.5292 0.6943 -1.6943 -0.298 0.040 0.184
C 7.8556 0.9181 -1.9893 0.202 0.002 -0.075
N 8.6878 1.6417 -1.2442 0.255 -0.041 -0.139
C 8.1629 2.1594 -0.1357 0.081 0.067 0.078
C 6.8524 2.0085 0.2531 -0.145 -0.097 -0.078
H -1.5212 -0.7345 -4.1379 -0.127 -0.033 -0.029
H -1.8923 0.6777 -2.0603 0.097 -0.184 -0.111
H 2.4329 -0.7918 -3.1837 0.092 0.046 0.124
H 3.8918 0.2304 -2.0692 -0.001 -0.037 -0.151
H 4.7378 2.0281 1.7399 0.002 0.081 0.047
H 3.8662 2.8747 3.4895 0.038 -0.085 -0.131
H 0.3616 3.8209 5.3699 -0.112 -0.028 -0.017
H -0.9407 2.5485 3.6270 -0.027 0.049 0.047
H 5.9427 0.0768 -2.3558 -0.060 -0.036 -0.063
H 8.3004 0.4936 -2.8827 -0.105 -0.088 -0.084
H 8.8515 2.7374 0.4717 -0.059 0.058 0.098
H 6.5353 2.4896 1.1653 -0.031 0.030 0.021
O -6.0518 5.0184 1.9238 -0.661 -0.376 0.171
C -4.9431 5.5161 1.7118 0.677 -0.549 -0.282
O -4.5748 6.6924 1.7207 0.436 0.620 -0.070
C -3.8164 4.4524 1.3677 -0.344 0.247 -0.015
C -4.1237 3.1069 1.4602 0.126 -0.165 -0.038
C -3.1706 2.1332 1.1470 0.332 1.108 0.127
N -1.9085 2.4881 0.8530 -0.599 0.146 0.000
C -1.5959 3.7857 0.7735 -0.491 0.092 0.027
C -2.5328 4.7981 0.9634 -0.124 -0.254 0.185
C -0.2022 4.1272 0.4338 0.552 0.300 -0.125
C 0.4269 5.2376 1.0024 -0.195 -0.177 -0.025
C 1.7236 5.5290 0.6269 0.064 -0.068 -0.075
C 2.3528 4.7170 -0.3049 -0.074 0.134 0.124
C 1.6462 3.6377 -0.8105 0.276 0.126 -0.160
N 0.4114 3.3436 -0.4496 -0.485 0.111 -0.031
C -3.4878 0.7084 1.1438 -1.122 -0.650 -0.143
C -4.7639 0.2435 1.2310 0.830 0.821 -0.127
C -5.0734 -1.1198 1.5192 0.307 -0.967 0.145
C -4.0860 -2.0190 1.6642 -0.611 0.361 -0.130
C -2.7163 -1.6501 1.3443 0.258 -0.802 -0.152
N -2.3866 -0.1930 1.0947 0.188 0.477 0.105
H -5.1222 2.8703 1.7903 -0.089 -0.069 -0.014
H -2.2866 5.8384 0.8025 0.026 0.036 0.134
H -0.0930 5.8372 1.7336 -0.042 0.049 0.070
H 2.2366 6.3770 1.0578 0.055 0.055 0.044
H 3.3637 4.9173 -0.6235 0.112 -0.048 -0.064
H 2.0859 2.9763 -1.5452 0.142 -0.061 -0.044
H -5.5828 0.9417 1.2219 -0.008 0.212 0.010
H -6.0997 -1.3833 1.7240 -0.096 -0.050 0.031
H -4.2459 -3.0197 2.0307 -0.130 -0.122 0.062
H -1.9296 -2.1830 1.8764 0.014 0.223 0.006
O 0.8303 -2.4694 4.0999 0.122 -0.373 0.439
C 0.5482 -2.0935 2.9652 0.008 -0.468 -0.341
O 0.1689 -0.9457 2.6158 -0.116 0.309 -0.011
C 0.5859 -3.1344 1.8201 -0.069 0.178 0.383
C 0.2245 -4.4557 2.0447 0.071 0.132 0.215
C 0.0984 -5.3762 1.0034 -0.012 -0.100 -0.451
C 0.3364 -4.9082 -0.2671 0.169 0.422 -0.158
O 0.2297 -5.5664 -1.4800 0.134 -0.206 0.703
C 0.4793 -4.5774 -2.4578 -0.286 -0.091 -1.347
O 0.9309 -3.4025 -1.8429 0.134 0.221 0.516
C 0.7443 -3.5928 -0.4950 -0.139 -0.604 0.107
C 0.8906 -2.6960 0.5296 -0.065 0.036 -0.240
H 0.0387 -4.7811 3.0579 -0.010 0.106 0.125
H -0.1786 -6.4055 1.1836 -0.067 -0.038 -0.012
H -0.4567 -4.3719 -3.0106 0.210 -0.013 0.165
H 1.2462 -4.9314 -3.1625 -0.127 0.000 0.199
H 1.2056 -1.6799 0.3580 -0.063 0.048 -0.009
F -5.0537 -5.8470 -4.6390 -0.044 0.328 -0.231
C -4.3530 -6.0432 -3.5082 -0.239 -0.415 -0.164
F -5.2153 -6.6342 -2.6519 -0.058 0.019 0.308
F -3.4481 -7.0007 -3.8101 0.284 0.075 0.085
C -3.7498 -4.8014 -2.9473 -0.039 0.046 0.082
C -3.8201 -3.5919 -3.6253 -0.032 -0.273 0.024
C -3.2567 -2.4610 -3.0695 0.195 0.076 0.170
C -2.5738 -2.5155 -1.8502 -0.235 -0.383 -0.100
C -2.5709 -3.7301 -1.1584 0.061 0.109 -0.039
C -3.1548 -4.8577 -1.6900 -0.083 -0.039 -0.255
C -2.0480 -1.2920 -1.2341 0.118 0.590 0.358
C -2.3412 -1.1200 0.0464 -0.405 -0.499 0.060
H -4.3379 -3.5302 -4.5704 -0.024 -0.009 -0.076
H -3.3907 -1.5134 -3.5643 0.087 0.087 -0.088
H -2.1099 -3.7751 -0.1862 0.151 -0.045 0.144
H -3.1597 -5.7822 -1.1335 0.089 -0.125 0.054